No. 1
C37H43HfN12OS as an isolated structure at a distorted geometry, computed with ωB97M-V/def2-TZVPD.

Output
* E_LUMO: -8.202 eV
* ΔE to the lowest compared entry with this formula, charge and spin: 12.07 kJ/mol
* charge: +3

Geometry as XYZ:
```
95
C37H43HfN12OS | the Open Molecules 2025 dataset | ωB97M-V/def2-TZVPD
Hf 0.243 0.113 0.414
C -4.596 -3.502 2.297
C -4.461 -2.340 1.305
N -3.370 -2.600 0.358
C -2.122 -2.116 0.401
S -1.605 -1.076 1.668
N -1.315 -2.469 -0.592
N -0.005 -2.037 -0.380
C 0.931 -2.844 -0.732
C 0.678 -4.169 -1.402
C 2.297 -2.395 -0.438
C 3.434 -3.039 -0.882
C 4.678 -2.620 -0.446
C 4.751 -1.531 0.419
C 3.570 -0.896 0.737
N 2.361 -1.291 0.330
H -5.495 -3.387 2.916
H -3.730 -3.514 2.943
H -4.631 -4.434 1.736
H -4.243 -1.400 1.791
H -5.395 -2.275 0.732
H -3.533 -3.269 -0.381
H -0.311 -4.561 -1.172
H 1.441 -4.893 -1.123
H 0.765 -4.022 -2.481
H 3.337 -3.916 -1.520
H 5.577 -3.165 -0.736
H 5.691 -1.184 0.814
H 3.581 -0.043 1.393
C -0.295 3.165 2.317
N 0.912 2.624 1.654
C 1.933 2.380 2.666
C 1.731 1.010 3.191
N 1.202 0.036 2.479
C 1.340 -1.134 3.253
C 1.041 -2.468 2.992
C 1.318 -3.386 3.986
C 1.843 -3.006 5.219
C 2.188 -1.690 5.469
C 1.941 -0.771 4.454
N 2.158 0.602 4.387
C -1.470 2.753 1.512
N -1.467 1.693 0.725
C -2.765 1.578 0.214
C -3.381 0.632 -0.615
C -4.726 0.780 -0.864
C -5.470 1.821 -0.317
C -4.873 2.761 0.497
C -3.525 2.628 0.740
N -2.655 3.351 1.544
H -0.265 4.255 2.419
H -0.382 2.720 3.313
H 1.221 3.328 0.995
H 1.929 3.134 3.465
H 2.938 2.440 2.224
H 0.602 -2.716 2.047
H 1.108 -4.441 3.788
H 2.038 -3.752 5.991
H 2.652 -1.380 6.396
H 2.617 1.185 5.079
H -2.823 -0.193 -1.022
H -5.218 0.007 -1.474
H -6.535 1.906 -0.524
H -5.430 3.582 0.933
H -2.908 4.135 2.121
N 3.714 2.018 -1.900
C 2.937 1.874 -0.835
N 1.987 0.997 -1.010
C 2.138 0.522 -2.332
C 1.463 -0.445 -3.078
C 1.912 -0.711 -4.357
C 2.977 -0.001 -4.930
C 3.664 0.951 -4.202
C 3.233 1.180 -2.905
H 4.499 2.639 -1.983
H 3.156 2.382 0.098
H 0.630 -0.981 -2.649
H 1.406 -1.470 -4.940
H 3.270 -0.205 -5.947
H 4.495 1.503 -4.611
C -1.722 3.332 -3.727
N -0.999 2.641 -2.662
C -0.150 3.514 -1.861
C -1.123 1.352 -2.450
C -1.948 0.568 -3.442
O -0.570 0.734 -1.497
H -1.748 4.391 -3.471
H -2.732 2.967 -3.818
H -1.207 3.234 -4.688
H -0.777 4.280 -1.411
H 0.600 3.994 -2.503
H 0.334 2.942 -1.097
H -1.595 0.706 -4.463
H -2.997 0.877 -3.413
H -1.896 -0.480 -3.144
```

No. 2
C37H44AlBeBrCl3Cs2F9I2LiN3O14PS3 as an isolated structure at a distorted geometry, computed with ωB97M-V/def2-TZVPD.

Output
* E_LUMO: -2.148 eV
* charge: -1

Geometry as XYZ:
```
122
C37H44AlBeBrCl3Cs2F9I2LiN3O14PS3 | the Open Molecules 2025 dataset | ωB97M-V/def2-TZVPD
C -5.330 1.255 -1.545
C -5.091 2.107 -2.810
C -3.668 2.765 -2.830
C -3.713 4.256 -3.297
C -2.669 4.588 -4.404
C -1.408 5.370 -3.896
C -0.101 4.524 -4.046
C -0.036 3.412 -3.003
C -0.197 3.771 -1.674
C -0.171 2.845 -0.633
C -0.355 3.471 0.716
I -2.361 3.978 1.219
C 0.695 3.727 1.503
C 2.098 3.337 1.047
I 0.329 4.667 3.383
C 0.023 1.478 -0.879
C 0.197 1.133 -2.232
C 0.180 2.043 -3.276
P 0.481 1.406 -5.011
O 1.583 2.464 -5.647
Cl -1.295 1.594 -6.113
S 0.481 -0.605 -2.565
C 1.483 -1.035 -1.163
C 2.547 -1.908 -1.312
C 2.976 -2.528 -2.654
F 2.776 -1.729 -3.697
F 2.352 -3.744 -2.774
C 4.514 -2.830 -2.640
F 5.134 -1.669 -2.332
F 4.852 -3.157 -3.912
C 3.260 -2.240 -0.160
C 2.923 -1.727 1.068
C 3.771 -2.248 2.227
Cl 5.292 -1.564 2.706
C 3.319 -3.317 2.881
C 2.026 -4.073 2.606
Cl 4.348 -4.007 4.210
C 1.857 -0.792 1.222
S 1.522 -0.128 2.842
C 0.791 -1.355 3.951
O 0.630 0.990 2.848
O 2.788 0.333 3.446
C 1.121 -0.445 0.062
N 0.039 0.487 0.194
C -1.299 -0.212 0.230
C -2.016 0.134 1.566
C -3.550 0.312 1.431
C -4.071 0.759 2.848
H -4.407 0.701 -1.308
H -6.118 0.497 -1.686
H -5.578 1.863 -0.661
H -5.129 1.408 -3.665
H -5.898 2.837 -2.965
H -3.262 2.666 -1.807
H -3.033 2.152 -3.490
H -4.711 4.389 -3.754
H -3.663 4.932 -2.430
H -3.182 5.137 -5.207
H -2.304 3.621 -4.780
H -1.561 5.701 -2.857
H -1.341 6.271 -4.527
H 0.764 5.200 -3.998
H -0.151 4.108 -5.061
H -0.335 4.829 -1.439
H 2.810 3.572 1.851
H 2.176 2.249 0.887
H 2.383 3.803 0.093
H 1.137 3.068 -6.260
H 4.796 -3.644 -1.957
H 4.093 -2.941 -0.156
H 2.153 -4.787 1.780
H 1.735 -4.647 3.499
H 1.210 -3.380 2.378
H 0.027 -1.969 3.455
H 0.272 -0.774 4.728
H 1.570 -1.933 4.466
H -1.898 0.229 -0.585
H -1.220 -1.294 0.051
H -1.648 1.103 1.928
H -1.793 -0.665 2.299
H -4.058 -0.619 1.146
H -3.760 1.151 0.759
H -4.838 0.081 3.250
H -4.461 1.788 2.803
H -3.246 0.800 3.585
Cs -1.193 3.087 5.286
F 8.576 1.598 1.376
Al 8.249 1.379 3.034
F 7.908 -0.304 3.337
F 6.887 2.316 3.491
F 9.613 1.848 3.964
O 6.070 1.190 -3.445
S 4.745 1.158 -4.081
O 4.539 2.415 -4.814
O 3.688 1.004 -3.061
O 4.693 0.010 -5.002
C -6.758 3.765 5.884
O -5.747 4.284 5.450
N -6.840 2.427 6.162
N -7.899 4.475 6.129
H -7.664 1.982 6.519
H -6.022 1.874 5.991
H -7.875 5.459 5.934
H -8.743 4.069 6.484
C 0.379 -9.186 0.078
C 0.618 -7.719 -0.140
O 0.931 -7.250 1.183
C 1.493 -8.279 1.832
O 2.111 -8.188 2.844
O 1.278 -9.470 1.174
F -0.491 -7.109 -0.558
H -0.644 -9.406 0.383
H 0.619 -9.783 -0.799
H 1.446 -7.491 -0.818
Cs 5.959 -4.726 5.878
Li 3.431 -10.264 0.761
Be 3.162 -0.667 5.501
Br -3.053 6.372 -0.229
C -0.050 -6.149 -3.869
O -0.051 -6.157 -5.106
O 0.747 -6.840 -3.148
O -0.845 -5.459 -3.158
```

No. 3
C37H44N4NiP2SSi2 as an isolated structure, computed with ωB97M-V/def2-TZVPD.

Output
* E_LUMO: -0.580 eV
* ΔE to the lowest compared entry with this formula, charge and spin: 0.00 kJ/mol

Geometry as XYZ:
```
91
C37H44N4NiP2SSi2 | the Open Molecules 2025 dataset | ωB97M-V/def2-TZVPD
Ni -0.556 0.501 0.427
C -1.858 -0.407 4.084
Si -0.045 -0.151 3.678
C 0.985 -1.345 4.697
C 0.424 1.582 4.233
N 0.258 -0.337 2.001
P 0.557 -1.611 1.045
C -0.511 -1.346 -0.223
P -0.467 -0.694 -1.765
N -0.786 0.872 -1.485
Si -1.455 2.091 -2.490
C -1.183 3.796 -1.747
C -0.608 2.134 -4.164
C -3.298 1.851 -2.743
C 1.097 -0.898 -2.665
C 2.068 0.094 -2.568
C 3.318 -0.087 -3.143
C 3.604 -1.260 -3.827
C 2.643 -2.258 -3.922
C 1.399 -2.081 -3.336
C -1.725 -1.422 -2.857
C -1.659 -1.358 -4.246
C -2.727 -1.790 -5.021
C -3.867 -2.292 -4.411
C -3.935 -2.372 -3.027
C -2.869 -1.941 -2.253
C 0.274 -3.216 1.849
C 1.287 -3.944 2.466
C 0.998 -5.135 3.116
C -0.307 -5.603 3.159
C -1.324 -4.882 2.546
C -1.034 -3.696 1.890
C 2.326 -1.646 0.633
C 2.822 -2.624 -0.227
C 4.155 -2.617 -0.600
C 5.008 -1.632 -0.115
C 4.521 -0.655 0.740
C 3.182 -0.661 1.112
H -2.054 -0.247 5.147
H -2.173 -1.422 3.829
H -2.486 0.287 3.518
H 0.974 -1.042 5.748
H 2.026 -1.358 4.365
H 0.601 -2.365 4.642
H 0.387 1.624 5.325
H -0.252 2.355 3.859
H 1.441 1.840 3.928
H -0.124 3.970 -1.542
H -1.746 3.966 -0.828
H -1.506 4.546 -2.474
H 0.469 2.275 -4.052
H -0.997 2.968 -4.755
H -0.767 1.224 -4.742
H -3.819 1.843 -1.782
H -3.500 0.896 -3.235
H -3.730 2.645 -3.357
H 1.833 1.008 -2.036
H 4.069 0.687 -3.057
H 4.577 -1.399 -4.280
H 2.864 -3.177 -4.452
H 0.656 -2.868 -3.405
H -0.769 -0.977 -4.730
H -2.667 -1.736 -6.101
H -4.701 -2.627 -5.015
H -4.822 -2.772 -2.550
H -2.902 -2.000 -1.172
H 2.307 -3.578 2.446
H 1.793 -5.697 3.591
H -0.532 -6.532 3.666
H -2.343 -5.249 2.576
H -1.811 -3.129 1.390
H 2.157 -3.391 -0.609
H 4.530 -3.375 -1.276
H 6.050 -1.628 -0.407
H 5.185 0.111 1.121
H 2.785 0.098 1.775
N -0.347 7.220 1.915
C -1.032 6.312 2.629
S -1.923 6.683 3.954
C -0.913 4.915 2.120
C 0.297 4.423 1.647
C 0.356 3.122 1.181
N -0.711 2.327 1.142
C -1.873 2.792 1.611
C -2.014 4.069 2.117
H -0.408 8.187 2.185
H 0.045 6.989 1.017
H 1.196 5.024 1.667
H 1.284 2.690 0.827
H -2.709 2.106 1.573
H -2.964 4.412 2.502
```

No. 4
C37H46O8P2W as an isolated structure, computed with ωB97M-V/def2-TZVPD.

Output
* E_LUMO (alpha / beta): -11.192 / -11.659 eV
* expectation value of S²: 2.01
* 2S+1: 3
* ΔE to the lowest compared entry with this formula, charge and spin: 0.00 kJ/mol
* charge: +4

Geometry as XYZ:
```
94
C37H46O8P2W | the Open Molecules 2025 dataset | ωB97M-V/def2-TZVPD
W -1.631 0.222 -0.340
C -2.428 -0.539 -3.337
C -2.854 0.884 -3.171
O -3.224 0.992 -1.765
C -3.863 2.259 -1.443
C -2.759 3.250 -1.181
O -1.818 2.509 -0.368
C -1.084 3.207 0.651
C -1.541 2.577 1.938
O -1.530 1.140 1.693
C -2.332 0.395 2.651
C -3.735 0.371 2.112
O -3.630 0.026 0.694
C -4.474 -1.089 0.277
C -3.601 -2.304 0.391
O -2.384 -1.948 -0.316
C -1.997 -2.867 -1.368
C -0.971 -2.121 -2.183
O -1.444 -0.751 -2.290
H -1.952 -0.712 -4.302
H -3.263 -1.228 -3.206
H -3.721 1.117 -3.788
H -2.040 1.579 -3.387
H -4.458 2.075 -0.552
H -4.518 2.556 -2.260
H -3.133 4.112 -0.629
H -2.250 3.591 -2.082
H -1.302 4.273 0.624
H -0.021 3.068 0.452
H -2.557 2.885 2.188
H -0.880 2.784 2.780
H -2.260 0.864 3.632
H -1.892 -0.599 2.703
H -4.242 1.334 2.172
H -4.339 -0.372 2.632
H -4.760 -0.887 -0.754
H -5.368 -1.130 0.896
H -4.053 -3.185 -0.064
H -3.335 -2.539 1.422
H -2.883 -3.121 -1.951
H -1.586 -3.778 -0.932
H -0.845 -2.543 -3.179
H 0.000 -2.054 -1.696
O -0.312 -0.941 0.683
P 1.038 -0.852 1.473
C 1.908 0.622 0.884
P 1.632 0.961 -0.872
O 0.076 0.949 -1.107
C 2.383 -0.291 -1.873
C 3.634 -0.807 -1.522
C 4.280 -1.682 -2.378
C 3.694 -2.030 -3.589
C 2.461 -1.502 -3.953
C 1.804 -0.630 -3.100
C 2.248 2.577 -1.234
C 2.821 3.398 -0.257
C 3.331 4.636 -0.615
C 3.272 5.054 -1.938
C 2.709 4.237 -2.915
C 2.204 2.997 -2.570
C 1.998 -2.296 1.135
C 3.275 -2.361 1.704
C 4.069 -3.470 1.468
C 3.590 -4.512 0.680
C 2.312 -4.459 0.137
C 1.512 -3.350 0.365
C 0.780 -0.707 3.223
C 0.439 -1.885 3.900
C 0.194 -1.853 5.263
C 0.312 -0.655 5.961
C 0.675 0.513 5.300
C 0.905 0.492 3.933
H 2.975 0.516 1.092
H 1.552 1.491 1.439
H 4.123 -0.527 -0.597
H 5.250 -2.079 -2.111
H 4.210 -2.702 -4.262
H 2.028 -1.756 -4.912
H 0.854 -0.197 -3.391
H 2.904 3.080 0.775
H 3.789 5.268 0.133
H 3.682 6.016 -2.215
H 2.687 4.564 -3.945
H 1.801 2.351 -3.342
H 3.644 -1.569 2.348
H 5.054 -3.532 1.910
H 4.211 -5.381 0.506
H 1.940 -5.289 -0.448
H 0.500 -3.320 -0.020
H 0.391 -2.830 3.371
H -0.058 -2.764 5.789
H 0.148 -0.638 7.031
H 0.803 1.432 5.857
H 1.222 1.407 3.447
```